Entry 1:
The following is a DFT calculation (ωB97M-V/def2-TZVPD) of a molecular structure, C36H44N7O6STi at a distorted geometry.

* charge: -1
* E_LUMO (spin up / spin down): 1.8 / 1.8 eV
* HOMO-LUMO gap (spin up / spin down): 4.50 / 6.57 eV
* multiplicity: 3
* E: -3480.80345 hartree

Structure (XYZ):
```
95
C36H44N7O6STi, DFT ωB97M-V/def2-TZVPD
Ti 0.73 0.29 0.05
S -3.33 -2.00 0.71
O 2.38 -0.28 -0.96
O -5.24 2.18 -5.61
O -0.42 -0.76 -1.25
O -3.65 0.81 -6.45
O 0.17 -0.31 -3.35
O 0.11 -1.90 1.14
N -3.95 -4.40 1.84
N 3.56 -1.10 -2.72
N 4.13 0.97 -1.75
N 1.79 0.68 1.81
N -1.22 0.68 1.01
N -2.61 0.85 -1.55
N -2.00 -3.59 2.40
C -0.42 3.25 -0.17
C -5.06 -4.67 0.96
C -2.00 1.82 3.00
C 0.46 2.27 -0.68
C -1.06 3.12 1.18
C 2.85 -1.56 2.10
C -2.13 -4.77 3.24
C -0.65 -0.24 -2.45
C 4.45 1.67 -2.99
C -2.44 0.60 -3.94
C 2.19 -0.34 2.70
C -3.10 -3.35 1.66
C -1.97 0.44 -2.65
C -1.80 4.19 3.24
C -1.44 1.89 1.74
C 3.32 -0.14 -1.79
C -0.12 4.66 -2.11
C 1.47 2.09 3.76
C -4.25 1.43 -5.55
C -1.25 4.25 1.97
C 2.04 -2.86 2.15
C 0.78 3.74 -2.63
C 1.62 1.00 4.64
C -3.30 -5.48 2.55
C 1.04 -2.98 1.03
C 4.01 1.87 -0.61
C 2.64 -2.22 -2.81
C -4.33 1.69 -3.00
C 2.07 -0.20 4.05
C 1.03 2.57 -1.93
C -2.18 2.97 3.76
C -3.77 1.48 -1.75
C 1.59 1.92 2.42
C 4.91 -1.42 -3.17
C -3.66 1.24 -4.13
C -0.71 4.41 -0.89
H 3.12 -1.35 1.06
H 5.58 -0.58 -3.04
H -4.79 -5.41 0.20
H 0.49 -3.93 1.08
H -2.37 -4.50 4.27
H -1.44 5.10 -0.50
H 2.64 -2.58 -3.84
H -0.42 -1.87 0.32
H 3.75 1.31 0.29
H -1.21 -5.36 3.24
H 4.97 2.37 -0.47
H -1.89 0.25 -4.79
H -0.37 5.56 -2.66
H 1.26 3.09 4.13
H 1.51 1.10 5.71
H 5.45 2.11 -2.92
H 4.89 -1.70 -4.22
H 4.41 1.01 -3.84
H -1.28 -2.89 2.46
H -2.95 -6.25 1.84
H 1.68 1.84 -2.41
H 2.97 -3.04 -2.15
H 3.72 2.48 -3.14
H -1.71 0.76 0.10
H 3.80 -1.72 2.63
H -5.27 2.21 -3.13
H -2.29 0.85 3.40
H 2.39 -1.03 4.67
H 1.53 -2.93 0.05
H 3.22 2.61 -0.78
H -4.28 1.82 -0.85
H 2.72 -3.72 2.08
H -5.91 -5.05 1.53
H -3.98 -5.96 3.26
H -5.34 -3.74 0.46
H 1.63 -1.90 -2.56
H -0.92 5.21 1.59
H 1.53 2.76 1.74
H 5.30 -2.26 -2.58
H -2.62 2.90 4.75
H 1.24 3.91 -3.60
H 1.53 -2.93 3.11
H -1.92 5.10 3.83
H -1.66 -0.12 1.48
```

Charges computed using Löwdin, reported in e: 1.003 0.704 -0.097 -0.059 -0.198 -0.052 0.066 -0.149 -0.176 -0.113 -0.124 -0.068 0.030 0.096 0.015 -0.189 -0.070 -0.029 -0.146 -0.138 -0.142 -0.141 -0.537 -0.046 0.064 -0.299 -0.822 -0.182 -0.099 -0.233 -0.421 -0.086 -0.116 -0.708 -0.042 -0.173 -0.089 -0.112 -0.133 -0.233 -0.030 -0.030 -0.003 -0.081 -0.143 -0.096 -0.119 -0.166 -0.047 -0.096 -0.050 0.097 0.073 0.092 0.113 0.116 0.104 0.097 0.043 0.080 0.113 0.093 0.121 0.097 0.097 0.074 0.092 0.094 0.084 0.111 0.122 0.076 0.092 0.087 0.052 0.112 0.108 0.113 0.103 0.115 0.080 0.105 0.113 0.086 0.119 0.048 0.066 0.106 0.097 0.094 0.096 0.098 0.112 0.094 0.028

---

Entry 2:
The following is a DFT calculation (ωB97M-V/def2-TZVPD) of 2 unconnected molecules or ions with the total composition C2HClN2O2 at a distorted geometry.

* charge: 0
* E_LUMO: -0.6 eV
* HOMO-LUMO gap: 8.81 eV
* E: -796.86368 hartree
* SMILES: N#[N+][O-].O=C=CCl

Structure (XYZ):
```
8
C2HClN2O2, DFT ωB97M-V/def2-TZVPD
Cl -0.52 0.71 -2.27
O -1.13 1.24 1.54
O 0.85 -1.31 0.71
N 2.60 0.05 0.58
N 1.71 -0.56 0.54
C -1.01 0.06 -0.64
C -1.14 0.78 0.44
H -1.37 -0.97 -0.92
```

Charges computed using Löwdin, reported in e: 0.516 0.161 0.075 0.254 -0.309 -0.524 -0.265 0.092

---

Entry 3:
The following is a DFT calculation (ωB97M-V/def2-TZVPD) of 7 unconnected molecules or ions with the total composition C28H68N2O7 at a distorted geometry.

* charge: 0
* E_LUMO: 0.2 eV
* HOMO-LUMO gap: 8.19 eV
* E: -1743.53430 hartree
* SMILES: CC1(C)CCCC(C)(C)N1O.CC1(C)CCCC(C)(C)N1O.CCO.CCO.CCO.CCO.CCO

Structure (XYZ):
```
105
C28H68N2O7, DFT ωB97M-V/def2-TZVPD
O -6.90 3.61 0.61
O 2.85 -2.18 5.72
O 0.34 -6.21 4.56
O 5.75 -1.24 -1.51
O -2.96 0.41 0.98
O -4.06 -2.10 -2.69
O 1.22 2.73 -5.79
N 6.64 -2.37 -1.38
N -6.68 4.98 0.35
C 6.82 -2.20 1.05
C -0.08 -7.12 3.61
C 5.85 -3.28 -3.60
C -1.74 -0.12 1.62
C -8.24 5.68 2.28
C -6.76 6.93 -1.11
C 7.96 -4.31 -2.44
C -7.04 7.81 0.10
C -1.35 -6.64 2.92
C 1.73 2.97 -4.51
C 7.10 -3.00 -2.68
C 7.41 -5.29 -1.45
C -6.42 7.24 1.37
C -7.10 5.46 -0.98
C -5.78 5.21 2.67
C 7.25 -4.54 -0.10
C -6.31 4.74 -2.06
C 4.85 -3.46 0.02
C -3.12 -2.80 -3.37
C 8.11 -2.04 -3.31
C 4.46 -2.11 7.36
C -2.26 -1.85 -4.22
C -8.62 5.27 -1.17
C 6.34 -3.15 -0.12
C 3.21 2.52 -4.54
C 3.01 -1.77 7.02
C -6.83 5.76 1.63
C -0.63 0.92 1.73
H 6.77 -5.17 0.65
H -5.26 5.01 -1.99
H 8.81 -1.72 -2.54
H 4.76 -4.28 0.73
H 2.80 -0.72 7.22
H -6.90 8.86 -0.18
H -1.57 -1.17 -3.72
H -2.13 -6.47 3.66
H -0.24 1.10 0.73
H 4.32 -2.64 0.49
H -8.93 5.25 -2.21
H -6.71 8.00 2.10
H -8.15 4.71 2.77
H 0.30 2.54 -5.62
H -5.36 7.48 1.28
H -4.80 5.24 2.19
H -6.09 4.17 2.79
H 6.46 -5.66 -1.83
H 1.80 4.00 -4.18
H -5.75 7.07 -1.52
H -1.43 -0.94 0.97
H -7.41 7.33 -1.89
H 5.52 -2.39 -4.14
H 3.57 3.00 -5.45
H 0.18 0.55 2.35
H 2.35 -2.99 5.63
H 7.58 -1.17 -3.69
H 8.75 -2.60 -3.98
H -9.34 5.90 -0.65
H 8.15 -6.08 -1.28
H 5.08 -3.80 -3.03
H -0.86 1.86 2.22
H 4.27 -3.75 -0.86
H 1.15 2.42 -3.77
H -8.12 7.71 0.23
H -6.23 3.68 -1.85
H -2.84 -1.29 -4.95
H 0.61 -7.21 2.77
H -1.92 -0.74 2.49
H 6.07 -3.90 -4.47
H -1.58 -2.49 -4.78
H -9.17 5.70 1.71
H -2.62 -3.45 -2.65
H -8.34 6.49 3.01
H 6.87 -2.83 1.93
H -0.28 -8.14 3.96
H 8.99 -4.14 -2.11
H -3.00 -0.03 0.13
H 8.22 -4.18 0.25
H -1.13 -5.66 2.50
H 6.28 -1.25 1.14
H 2.37 -2.45 7.60
H 0.95 -6.70 5.12
H 4.82 -3.04 6.94
H 7.83 -1.88 0.81
H -1.76 -7.39 2.24
H -5.77 5.75 3.61
H -6.84 4.86 -3.01
H 5.02 -1.68 -1.95
H -8.75 4.23 -0.87
H 8.03 -4.92 -3.33
H -3.66 -3.46 -4.04
H 4.62 -2.34 8.41
H -4.56 -2.76 -2.20
H -6.01 3.26 0.64
H 3.68 2.86 -3.61
H 5.25 -1.44 7.01
H 3.26 1.43 -4.53
```

Atom charges from the Löwdin analysis, given in e for atoms 1 to 99: -0.020 -0.079 -0.051 -0.009 -0.094 -0.067 -0.067 -0.126 -0.101 -0.036 -0.376 -0.026 -0.291 -0.022 -0.160 -0.166 -0.185 -0.093 -0.352 -0.449 -0.197 -0.149 -0.525 -0.032 -0.093 -0.031 -0.051 -0.373 -0.049 -0.100 -0.073 -0.032 -0.439 -0.081 -0.331 -0.450 -0.089 0.099 0.086 0.084 0.075 0.112 0.114 0.066 0.070 0.071 0.077 0.075 0.112 0.070 0.082 0.112 0.082 0.067 0.111 0.101 0.112 0.097 0.120 0.076 0.076 0.069 0.088 0.081 0.080 0.073 0.112 0.068 0.072 0.070 0.107 0.100 0.075 0.075 0.104 0.103 0.077 0.067 0.070 0.111 0.079 0.077 0.111 0.118 0.061 0.104 0.074 0.077 0.110 0.088 0.066 0.074 0.076 0.086 0.089 0.065 0.080 0.115 0.106

---

Entry 4:
The following is a DFT calculation (ωB97M-V/def2-TZVPD) of a single CHCl4P molecule at a distorted geometry.

* charge: 0
* E_LUMO: 0.0 eV
* HOMO-LUMO gap: 10.12 eV
* E: -2220.81125 hartree
* SMILES: ClPC(Cl)(Cl)Cl

Structure (XYZ):
```
7
CHCl4P, DFT ωB97M-V/def2-TZVPD
Cl -0.97 0.83 1.52
Cl -1.33 1.04 -1.58
Cl 1.48 1.48 0.39
Cl 1.11 -1.33 1.31
P -0.02 -0.44 -1.27
C 0.35 0.12 0.48
H -0.64 -1.70 -0.85
```

Charges computed using Löwdin, reported in e: 0.441 0.177 0.481 0.455 0.388 -1.877 -0.064

---

Entry 5:
The following is a DFT calculation (ωB97M-V/def2-TZVPD) of a molecular structure, C9H21Cl2HoO2P2 at a distorted geometry.

* charge: +2
* E_LUMO (spin up / spin down): -8.9 / -8.8 eV
* HOMO-LUMO gap (spin up / spin down): 8.01 / 8.13 eV
* multiplicity: 5
* E: -3056.61118 hartree

Structure (XYZ):
```
37
C9H21Cl2HoO2P2, DFT ωB97M-V/def2-TZVPD
Ho -1.55 -0.14 1.42
Cl 0.22 -0.40 -3.10
Cl -3.81 -0.56 2.33
P 0.45 -2.03 1.34
P -1.64 2.15 -0.17
O 1.92 0.45 -1.27
O 1.46 1.50 2.18
C 1.70 -2.02 2.67
C 2.84 -0.71 -3.20
C -0.60 -3.48 1.77
C 1.51 -2.82 0.07
C 1.77 -0.15 -2.32
C 0.42 1.04 1.92
C -2.72 3.29 0.80
C -0.29 3.26 -0.65
C -2.53 2.13 -1.76
H 2.43 -2.24 -0.06
H 3.84 -0.32 -2.99
H -3.25 3.93 0.09
H 0.99 -2.89 -0.89
H -1.23 -3.27 2.64
H 2.52 -1.34 2.39
H -3.47 2.72 1.38
H -3.13 3.04 -1.83
H -0.74 4.19 -1.04
H 2.10 -3.04 2.80
H -1.81 2.08 -2.58
H -1.24 -3.73 0.91
H 1.77 -3.83 0.42
H -2.11 3.90 1.48
H 0.31 2.76 -1.42
H 2.84 -1.80 -3.11
H 2.59 -0.45 -4.24
H 0.33 3.49 0.23
H -3.22 1.28 -1.80
H 1.26 -1.67 3.61
H 0.08 -4.31 1.99
```

Charges computed using Löwdin, reported in e: 0.999 0.700 -0.119 0.699 0.696 0.000 0.180 -0.248 -0.072 -0.260 -0.245 -0.855 -0.120 -0.243 -0.244 -0.242 0.061 0.100 0.064 0.051 0.052 0.062 0.039 0.066 0.082 0.077 0.045 0.065 0.077 0.065 0.047 0.101 0.092 0.051 0.050 0.058 0.069